This record from OMol25 describes a single C3H2N2O2 molecule. The level of theory is ωB97M-V/def2-TZVPD.

```
9
Properties=species:S:1:pos:R:3:forces:R:3
O 1.307 0.407 -2.294 -0.2 -0.4 0.4
C 0.470 -0.235 -1.719 0.3 0.2 -0.3
C 0.202 -0.127 -0.253 -0.2 0.1 0.1
N -1.006 -0.016 0.199 0.2 0.0 -0.1
C -0.777 0.228 1.524 0.1 0.0 0.3
N 0.477 0.218 1.874 -0.3 0.1 -0.1
O 1.145 -0.009 0.676 -0.1 0.0 -0.2
H -0.245 -0.900 -2.230 0.0 0.0 -0.1
H -1.574 0.434 2.224 0.2 -0.1 0.1
```
Forces are in eV/Å.

calculated total energy = -10216.5288 eV
SMILES string = O=Cc1ncno1
energy relative to the best compared isomer or geometry (same formula, charge and spin) = 160.2 kJ/mol
LUMO level = -0.49 eV
orbital gap = 10.64 eV
maximum force = 0.57 eV/Å
E_HOMO = -11.1 eV


This record from OMol25 describes a single C3H2N2O3 molecule. The level of theory is ωB97M-V/def2-TZVPD.

```
10
Properties=species:S:1:pos:R:3:forces:R:3
O -0.387 1.944 0.137 0.5 -3.7 -1.2
C 0.165 0.826 -0.041 2.0 2.9 1.8
N 1.658 0.727 -0.132 1.0 -0.2 -0.3
N 2.105 -0.428 -0.061 -2.1 1.8 -0.1
O 0.991 -1.334 0.085 0.3 0.0 0.2
C -0.111 -0.547 0.120 -2.6 -1.7 -1.0
C -1.386 -1.048 0.007 0.0 5.0 0.3
O -2.417 -0.152 -0.133 1.5 1.0 0.7
H -1.719 -2.013 0.126 -0.5 -2.2 -0.1
H -2.124 0.860 -0.005 -0.2 -2.9 -0.4
```
Forces are in eV/Å.

calculated total energy = -12262.4431 eV
SMILES string = O=C1N=NO/C1=C/O
energy relative to the best compared isomer or geometry (same formula, charge and spin) = 437.9 kJ/mol
LUMO level = -1.55 eV
orbital gap = 8.30 eV
maximum force = 5.00 eV/Å
E_HOMO = -9.9 eV


This record from OMol25 describes a single C3H2N2O3 molecule. The level of theory is ωB97M-V/def2-TZVPD.

```
10
Properties=species:S:1:pos:R:3:forces:R:3
O 1.722 -1.163 -0.617 1.8 4.9 2.1
C 1.947 -0.071 -0.015 -3.6 -6.1 -2.1
O 0.938 0.561 0.659 1.8 0.9 -1.6
C -0.190 0.087 0.118 -1.0 0.5 4.7
C -1.316 0.760 -0.295 6.2 1.8 -0.1
N -2.186 -0.151 -0.365 -4.7 -2.7 0.0
N -1.830 -1.185 0.192 -1.4 -4.0 1.2
O -0.492 -1.085 0.728 -2.1 2.0 -3.7
H 2.797 0.463 0.077 3.3 1.4 0.2
H -1.389 1.784 -0.482 -0.3 1.1 -0.8
```
Forces are in eV/Å.

calculated total energy = -12261.6236 eV
SMILES string = O=COc1cnno1
energy relative to the best compared isomer or geometry (same formula, charge and spin) = 517.0 kJ/mol
LUMO level = 0.14 eV
orbital gap = 10.43 eV
maximum force = 7.34 eV/Å
E_HOMO = -10.3 eV


This record from OMol25 describes a single C3H2N2O3 molecule. The level of theory is ωB97M-V/def2-TZVPD.

```
10
Properties=species:S:1:pos:R:3:forces:R:3
O 0.893 1.195 -2.180 -1.0 -0.3 2.1
C 0.321 0.760 -1.224 -0.5 -0.6 0.2
N -0.152 1.431 -0.024 1.2 -0.1 -4.3
C -0.021 1.007 1.130 -0.1 -1.0 0.0
O 0.302 -0.139 1.688 0.3 -1.7 -1.3
N -0.051 -1.349 0.967 0.1 -0.7 0.6
C -0.218 -1.458 -0.288 -0.9 0.0 0.0
O -0.131 -0.629 -1.337 0.6 1.0 -0.1
H -0.290 1.635 1.880 -0.6 2.2 2.4
H -0.653 -2.452 -0.613 0.9 1.1 0.5
```
Forces are in eV/Å.

calculated total energy = -12262.7284 eV
SMILES string = O=C1N=CON=CO1
energy relative to the best compared isomer or geometry (same formula, charge and spin) = 410.4 kJ/mol
LUMO level = -0.06 eV
orbital gap = 10.68 eV
maximum force = 4.44 eV/Å
E_HOMO = -10.7 eV


This record from OMol25 describes a single C3H2N2O3S molecule. The level of theory is ωB97M-V/def2-TZVPD.

```
11
Properties=species:S:1:pos:R:3:forces:R:3
C -0.874 -1.089 0.136 1.9 0.0 0.3
C 0.781 0.400 -0.257 -1.2 -1.4 -0.2
C -1.862 0.183 0.070 -0.9 -0.3 0.7
N 0.072 1.261 0.258 -1.9 0.0 1.1
N -1.176 1.212 0.641 0.8 1.9 0.4
O -0.833 -2.213 0.282 -0.4 -0.3 -0.1
O 3.272 1.164 -0.562 -0.1 0.4 0.4
O 2.869 -1.222 -0.268 -0.4 -0.1 0.6
S 2.533 0.129 0.123 1.5 -0.4 -1.4
H -1.927 0.164 -0.989 -0.4 0.2 -1.4
H -2.856 0.012 0.567 1.1 0.0 -0.5
```
Forces are in eV/Å.

calculated total energy = -23094.1327 eV
energy relative to the best compared isomer or geometry (same formula, charge and spin) = 528.0 kJ/mol
LUMO level (alpha / beta) = -2.53 / -2.67 eV
orbital gap (alpha / beta) = 6.93 / 6.59 eV
maximum force = 2.19 eV/Å
E_HOMO (alpha / beta) = -9.5 / -9.3 eV


This record from OMol25 describes a single C3H2N2OS molecule. The level of theory is ωB97M-V/def2-TZVPD.

```
9
Properties=species:S:1:pos:R:3:forces:R:3
O -1.977 0.872 -0.593 0.4 -0.2 0.0
C -0.912 0.364 -0.373 -0.4 0.2 0.2
C -0.098 -0.547 -1.212 0.6 -0.5 -0.2
N 0.981 -0.919 -0.614 -0.9 0.5 0.2
N 0.972 -0.323 0.647 1.0 -0.3 0.4
C -0.065 0.497 0.903 -0.2 0.5 0.4
S -0.362 1.441 2.206 0.2 -0.6 -0.7
H -0.331 -0.914 -2.199 0.0 0.1 0.0
H 1.793 -0.472 1.236 -0.6 0.2 -0.3
```
Forces are in eV/Å.

calculated total energy = -19004.6316 eV
SMILES string = O=C1C=NNC1=S
energy relative to the best compared isomer or geometry (same formula, charge and spin) = 88.8 kJ/mol
LUMO level = -1.92 eV
orbital gap = 7.29 eV
maximum force = 1.10 eV/Å
E_HOMO = -9.2 eV


This record from OMol25 describes a single C3H2N2OS molecule. The level of theory is ωB97M-V/def2-TZVPD.

```
9
Properties=species:S:1:pos:R:3:forces:R:3
O -1.468 0.415 2.162 -2.7 1.1 -1.3
C -1.419 1.159 1.187 -1.4 -2.1 2.5
N -2.370 1.527 0.016 -0.2 -0.7 1.8
N -1.634 1.664 -0.950 -5.5 0.9 -2.0
C -0.337 1.549 -0.802 4.2 -0.8 3.8
S 0.435 2.959 -0.171 -0.2 0.1 1.3
C -0.131 1.429 0.824 5.5 2.1 -3.6
H 0.152 0.919 -1.456 1.1 -1.2 -1.3
H 0.674 0.917 1.411 -0.8 0.6 -1.2
```
Forces are in eV/Å.

calculated total energy = -19002.0707 eV
SMILES string = O=C1N=N[C@H]2S[C@@H]12
energy relative to the best compared isomer or geometry (same formula, charge and spin) = 335.9 kJ/mol
LUMO level = -1.28 eV
orbital gap = 8.09 eV
maximum force = 6.89 eV/Å
E_HOMO = -9.4 eV


This record from OMol25 describes a single C3H2N2OS molecule. The level of theory is ωB97M-V/def2-TZVPD.

```
9
Properties=species:S:1:pos:R:3:forces:R:3
N 0.464 2.416 0.248 -3.4 -9.5 -2.9
C 0.122 1.224 -0.073 3.0 11.0 2.7
C 0.359 -0.157 -0.074 3.5 -1.1 0.7
S 1.959 -0.641 -0.109 -1.0 0.4 -0.3
N -0.568 -1.053 0.247 -2.3 -4.6 2.1
C -1.952 -0.815 0.083 -1.2 5.2 -2.0
O -2.366 0.363 -0.280 2.0 -5.6 1.8
H -0.192 -2.052 0.767 -1.4 3.8 -2.4
H -2.676 -1.656 0.137 0.8 0.3 0.4
```
Forces are in eV/Å.

calculated total energy = -19003.1312 eV
SMILES string = N#CC(=S)NC=O
energy relative to the best compared isomer or geometry (same formula, charge and spin) = 233.6 kJ/mol
LUMO level = -1.84 eV
orbital gap = 7.73 eV
maximum force = 11.73 eV/Å
E_HOMO = -9.6 eV


This record from OMol25 describes a single C3H2N2OS molecule. The level of theory is ωB97M-V/def2-TZVPD.

```
9
Properties=species:S:1:pos:R:3:forces:R:3
H -0.213 2.675 0.018 0.7 -2.4 -0.9
N 0.387 1.817 -0.282 -0.2 3.4 1.2
C 0.055 0.676 0.092 0.0 0.6 -0.2
N -1.230 0.206 0.469 0.4 -5.6 -2.6
C -1.095 -1.100 0.016 -0.2 2.1 1.8
O 0.211 -1.547 -0.204 0.0 0.7 -0.3
C 1.041 -0.423 -0.096 0.8 -0.4 1.2
S 2.675 -0.308 0.161 -2.5 -0.8 -0.8
H -1.831 -1.996 -0.173 1.2 2.4 0.7
```
Forces are in eV/Å.

calculated total energy = -19003.7001 eV
SMILES string = [H]/N=C1\N=COC1=S
energy relative to the best compared isomer or geometry (same formula, charge and spin) = 178.7 kJ/mol
LUMO level = -1.44 eV
orbital gap = 7.99 eV
maximum force = 6.19 eV/Å
E_HOMO = -9.4 eV


This record from OMol25 describes a single C3H2N2S molecule. The level of theory is ωB97M-V/def2-TZVPD.

```
8
Properties=species:S:1:pos:R:3:forces:R:3
C 0.099 0.662 0.577 -2.3 -1.6 0.1
C -0.780 -0.517 0.437 1.5 -1.1 -0.9
C -0.994 1.858 2.333 -0.1 0.8 1.3
N -0.269 1.613 1.427 1.5 -0.5 -1.6
N -1.815 -0.771 1.071 -0.5 0.2 0.2
S -1.570 2.367 3.678 -0.8 0.1 0.5
H 1.032 0.527 0.125 1.4 0.8 -0.4
H -0.363 -1.371 -0.243 -0.6 1.4 0.8
```
Forces are in eV/Å.

calculated total energy = -16954.8442 eV
energy relative to the best compared isomer or geometry (same formula, charge and spin) = 247.0 kJ/mol
LUMO level (alpha / beta) = -1.64 / -0.98 eV
orbital gap (alpha / beta) = 7.95 / 7.13 eV
maximum force = 2.79 eV/Å
E_HOMO (alpha / beta) = -9.6 / -8.1 eV


This record from OMol25 describes a single C3H2N2S2 molecule. The level of theory is ωB97M-V/def2-TZVPD.

```
9
Properties=species:S:1:pos:R:3:forces:R:3
H -1.527 2.510 0.649 1.2 -1.2 0.6
N -0.841 1.902 1.196 -1.1 1.3 -0.7
C -0.364 0.948 0.551 0.3 -1.1 0.1
N -0.596 0.520 -0.774 1.1 -2.5 -0.8
C -0.013 -0.639 -1.011 -0.2 2.0 0.8
C 0.820 -1.288 0.104 -0.5 0.5 -1.6
S 1.678 -2.647 -0.107 -0.2 0.1 0.1
S 0.776 -0.206 1.393 -0.1 0.7 1.1
H 0.068 -1.102 -2.003 -0.5 0.2 0.4
```
Forces are in eV/Å.

calculated total energy = -27792.8657 eV
SMILES string = [H]/N=C1\N=CC(=S)S1
energy relative to the best compared isomer or geometry (same formula, charge and spin) = 28.2 kJ/mol
LUMO level = -1.81 eV
orbital gap = 7.53 eV
maximum force = 2.87 eV/Å
E_HOMO = -9.3 eV


This record from OMol25 describes 2 unconnected molecules or ions with the total composition C3H2N2S2. The level of theory is ωB97M-V/def2-TZVPD.

```
9
Properties=species:S:1:pos:R:3:forces:R:3
C -0.746 -0.788 1.520 -0.3 1.3 -1.6
C -1.503 -0.443 -0.762 0.3 0.2 1.2
C -0.931 0.066 0.387 0.8 0.2 0.9
N -0.563 -1.492 2.402 0.2 -0.7 1.0
N -1.927 -0.936 -1.693 -1.0 -0.9 -2.0
S -0.173 1.629 0.252 -2.4 0.2 -2.6
S 2.601 0.077 -1.036 0.0 -0.2 0.4
H 0.545 1.393 1.223 2.4 -0.3 3.1
H 2.696 0.492 -2.294 0.0 0.1 -0.3
```
Forces are in eV/Å.

calculated total energy = -27789.9957 eV
energy relative to the best compared isomer or geometry (same formula, charge and spin) = 8.7 kJ/mol
multiplicity = 3
LUMO level (alpha / beta) = 0.21 / -2.91 eV
orbital gap (alpha / beta) = 9.51 / 7.08 eV
maximum force = 3.97 eV/Å
E_HOMO (alpha / beta) = -9.3 / -10.0 eV


Question: calculated total energy of number 11 (C3H2N2S2)?
Answer: -27792.8657 eV


Question: The highest calculated total energy belongs to which entry?
Answer: C3H2N2O2


Question: Which of these has the highest maximum force?
Answer: number 8


Question: What is the maximum force in the fourth record?
Answer: 4.44 eV/Å